(1)
{"formula": "C5H7IN2O2", "method": "ωB97M-V/def2-TZVPD", "symbols": ["H", "H", "H", "H", "C", "O", "N", "O", "I", "H", "N", "C", "H", "C", "C", "C", "H"], "xyz": [[2.371751, -1.556698, -0.171914], [-1.828482, 0.950282, -1.191241], [0.544406, 1.704224, 1.299201], [-0.214177, 0.514095, 2.169234], [-0.739150, 1.047708, -1.214818], [2.193903, 0.817766, -0.184350], [1.493072, -1.253307, 0.058456], [0.240630, -3.220418, 0.112396], [-2.652682, -1.737954, -0.219943], [-1.119309, 1.766145, 1.333154], [-0.729393, -1.098239, 0.248072], [0.296028, -2.019998, 0.106033], [-0.176720, 2.091238, -1.321807], [1.281351, 0.048569, -0.105891], [-0.317168, 1.134180, 1.328959], [-0.203171, 0.397157, -0.022692], [-0.440889, 0.415250, -2.222847]], "atomic_forces_ev_per_a": [[2.358, -1.543, -0.336], [0.093, 1.074, -0.049], [1.699, 1.795, 0.314], [-0.315, -1.068, 0.950], [1.554, 0.099, -3.572], [0.594, 1.491, -0.504], [-3.223, -0.727, 0.258], [-0.085, 0.154, -0.153], [1.106, 0.379, 0.282], [-2.361, 1.447, 0.371], [-0.253, 1.128, -1.149], [0.273, 0.195, 0.225], [-1.876, -1.988, 0.183], [-0.185, 0.761, 0.132], [0.764, -1.110, -2.191], [0.382, -3.600, 2.749], [-0.524, 1.512, 2.492]], "multiplicity": 1, "de_lowest_kj_mol": 2.6, "gap_ev": 8.787, "e_lumo_ev": -0.69, "e_tot_ha": -752.39804, "smiles": "CC1(C)C(=O)NC(=O)N1I"}

---

(2)
{"formula": "C2H6O2", "method": "ωB97M-V/def2-TZVPD", "symbols": ["H", "H", "C", "H", "H", "H", "H", "O", "O", "C"], "xyz": [[1.143523, 0.884533, 0.552858], [-0.318174, 0.695179, 1.649830], [-0.148298, -0.770971, 0.101001], [0.453202, -1.469951, 0.691641], [1.132201, -0.956363, -1.382536], [-1.189335, -1.057869, 0.205509], [-0.607813, 1.298161, -1.056684], [0.175214, -0.849685, -1.248260], [-0.697503, 1.586322, -0.125334], [0.056983, 0.640645, 0.611974]], "atomic_forces_ev_per_a": [[-0.513, -0.054, 0.265], [0.478, 0.066, -0.303], [0.244, 0.102, 0.984], [-0.040, 0.014, 0.113], [-0.543, 0.109, 0.241], [-0.219, -0.013, -0.070], [-0.135, 0.348, 0.507], [0.545, -0.210, -1.482], [0.181, -0.495, -0.756], [0.003, 0.133, 0.501]], "multiplicity": 1, "de_lowest_kj_mol": 56.0, "gap_ev": 10.956, "e_lumo_ev": 0.80, "e_tot_ha": -230.25931, "smiles": "OCCO"}

---

(3)
{"formula": "C11H15NO5PtS", "method": "ωB97M-V/def2-TZVPD", "symbols": ["H", "C", "H", "O", "H", "C", "H", "C", "C", "H", "H", "Pt", "C", "H", "C", "H", "N", "H", "S", "C", "H", "C", "H", "O", "C", "O", "C", "H", "O", "H", "H", "C", "O", "H"], "xyz": [[3.692653, 1.566393, 0.054814], [-1.982172, 0.777278, -1.854009], [1.733593, -2.433264, 1.074487], [-2.302664, -3.264143, 0.448068], [3.293349, -0.502748, 1.048196], [-1.173057, 2.020451, -1.591934], [1.528932, 2.808542, 1.883347], [2.805088, 2.176615, 0.212130], [-2.245658, -1.340434, -0.924256], [-3.634533, -2.687840, -1.855102], [3.259088, -0.410008, 2.833526], [-0.154811, 0.151399, 0.321348], [2.260797, 2.039561, 1.627943], [-1.932980, -3.731371, 1.222497], [-2.893774, 0.489570, -2.856121], [3.059816, 2.056945, 2.371708], [-1.679898, -0.137923, -0.944188], [-2.093362, 3.126442, -2.861363], [1.381171, 0.512974, 1.930502], [-3.486159, -0.773083, -2.865057], [-3.138994, 1.205540, -3.630093], [2.186637, -2.122954, 2.015465], [3.029157, -2.781501, 2.217365], [-1.366462, 3.132357, -2.219535], [-3.176512, -1.708134, -1.878166], [-0.293987, 1.981697, -0.721117], [2.694624, -0.693990, 1.940807], [3.085896, 3.215541, 0.047603], [0.677718, 0.531388, 3.201417], [2.069650, 1.921541, -0.547601], [1.464917, -2.241946, 2.822930], [-1.714272, -2.142642, 0.219638], [-0.767633, -1.712106, 0.903480], [-4.186159, -1.030147, -3.648728]], "atomic_forces_ev_per_a": [[0.003, 0.004, 0.016], [0.071, 0.169, -0.028], [0.025, -0.009, 0.002], [0.047, -0.015, -0.006], [0.052, -0.015, 0.039], [-0.072, -0.022, -0.017], [0.018, 0.010, -0.005], [0.094, -0.034, -0.002], [-0.070, -0.016, 0.026], [-0.005, 0.003, -0.027], [0.066, -0.029, -0.040], [-0.501, 0.780, -0.388], [-0.037, 0.058, -0.056], [-0.002, -0.012, -0.015], [-0.067, -0.041, 0.006], [-0.090, 0.056, 0.100], [-0.043, -0.438, -0.190], [0.004, 0.010, -0.013], [0.147, -0.007, 0.001], [0.052, 0.022, 0.031], [-0.016, 0.002, 0.007], [-0.035, 0.011, 0.042], [-0.004, -0.013, -0.012], [0.047, -0.042, -0.010], [-0.046, 0.046, 0.011], [0.319, -0.063, 0.222], [-0.018, 0.027, -0.047], [0.035, -0.005, 0.024], [0.056, -0.027, 0.109], [-0.016, 0.002, -0.012], [0.021, -0.001, 0.017], [-0.033, -0.066, 0.038], [0.024, -0.352, 0.158], [-0.026, 0.011, 0.019]], "charge": 2, "multiplicity": 1, "de_lowest_kj_mol": 0.0, "gap_ev": 8.034, "e_lumo_ev": -8.50, "e_tot_ha": -1376.04558}